Molecular formula: CH5N3O
Method: DFT, ωB97M-V with the def2-TZVPD basis set

Structure (XYZ):
```
10
CH5N3O | OMol25 | ωB97M-V with the def2-TZVPD basis set
N -1.232 0.061 0.015
N -0.110 -0.964 -0.188
C 1.102 -0.125 -0.090
N 0.873 1.222 0.106
O 2.081 -0.734 0.047
H -1.864 -0.290 -0.636
H -1.917 -0.313 0.816
H -0.116 -1.935 0.474
H 1.522 1.823 -0.445
H -0.339 1.255 -0.099
```

- structure (SMILES) = NNC(N)=O
- E_LUMO (eV) = 0.571
- multiplicity = 1
- charge = 0
- energy relative to the best compared isomer or geometry (same formula, charge and spin) (kJ/mol) = 224.1
- gap between HOMO and LUMO (eV) = 10.15